[1]
{
  "formula": "C19H33BBr2CaCsF10N6Na2O16S4",
  "method": "wB97M-V/def2-TZVPD",
  "elements": ["C", "C", "C", "C", "C", "C", "C", "N", "B", "O", "O", "C", "C", "C", "N", "C", "S", "N", "N", "C", "F", "F", "C", "F", "F", "C", "F", "F", "F", "H", "H", "H", "H", "H", "H", "H", "H", "H", "H", "H", "H", "H", "H", "H", "H", "H", "H", "H", "H", "H", "H", "H", "N", "S", "O", "O", "F", "S", "O", "O", "F", "F", "Na", "Br", "C", "C", "Br", "H", "H", "H", "H", "Na", "N", "O", "O", "O", "O", "S", "O", "O", "O", "C", "O", "C", "O", "O", "C", "H", "H", "H", "H", "H", "H", "Cs", "Ca"],
  "xyz": [[-3.7149, -2.4874, 1.3739], [-2.4553, -3.3125, 1.5578], [-1.4321, -3.0316, 0.4496], [-0.5427, -1.8203, 0.7801], [0.8161, -2.3181, 1.2977], [1.7569, -2.9403, 0.2639], [2.2984, -1.9746, -0.7618], [1.3451, -1.5990, -1.8272], [0.9625, -2.6813, -2.7607], [-0.1792, -3.3835, -2.4781], [1.7509, -2.8690, -3.8153], [1.3898, -2.9044, -5.1676], [2.0775, -1.7031, -6.0492], [0.8302, -0.4408, -2.1275], [-0.0218, -0.2898, -3.1864], [-0.3117, 1.0148, -3.1810], [-1.3760, 1.7893, -4.2901], [0.2989, 1.6404, -2.2225], [1.0312, 0.7506, -1.4947], [1.8074, 1.1869, -0.3301], [1.5629, 0.4639, 0.7297], [3.0856, 1.0889, -0.6733], [1.5643, 2.6777, 0.0442], [2.3738, 2.8835, 1.0588], [1.9762, 3.4526, -0.9609], [0.0923, 3.0297, 0.5085], [-0.7092, 1.9923, 0.3699], [0.1264, 3.4579, 1.7196], [-0.3357, 4.0214, -0.2716], [-3.9600, -2.3927, 0.3309], [-4.5182, -2.9761, 1.9023], [-3.6002, -1.5322, 1.8570], [-1.9838, -3.1674, 2.5149], [-2.7827, -4.3578, 1.5272], [-0.7961, -3.9112, 0.4109], [-1.9954, -2.9633, -0.4968], [-0.4524, -1.0914, -0.0171], [-1.0252, -1.3092, 1.5972], [0.5621, -3.1025, 1.9967], [1.3290, -1.5848, 1.8934], [1.3221, -3.8323, -0.1669], [2.6317, -3.2760, 0.7920], [3.0983, -2.5121, -1.2580], [2.7830, -1.1614, -0.2591], [-0.7791, -2.7539, -2.0967], [0.3345, -2.8384, -5.3515], [1.7225, -3.9315, -5.5156], [3.0963, -1.9517, -6.5353], [1.4395, -1.4915, -6.8867], [2.2606, -0.7960, -5.5016], [-0.7837, 1.3579, -5.4004], [0.2065, 2.6463, -2.0985], [-8.4343, -0.4508, 3.3641], [-7.7976, -1.4104, 2.3086], [-6.4430, -1.8550, 2.5975], [-8.1120, -1.2210, 0.9443], [-8.6229, -2.7170, 2.6517], [-7.7968, 1.0127, 3.3945], [-8.1780, 1.7026, 4.5617], [-7.7760, 1.6823, 2.1508], [-6.2371, 0.6600, 3.6673], [1.3407, -5.9143, -0.1487], [-5.8061, -2.0679, 4.7053], [-2.5817, -1.2007, 5.4194], [-0.9723, -1.2772, 6.5185], [-1.2805, -1.0918, 7.9790], [-1.6568, 0.7610, 8.4025], [-0.3061, -0.5186, 6.1223], [-0.5500, -2.2631, 6.3417], [-0.4145, -1.3597, 8.5784], [-2.1381, -1.6701, 8.3024], [-1.8855, -2.0074, -3.0822], [-1.1951, 2.9823, 2.8437], [-1.6454, 1.8868, 3.2537], [-1.6826, 3.4951, 1.8084], [-0.2496, 3.5304, 3.4301], [5.8149, -5.5485, -3.4434], [4.7772, -4.5722, -3.4898], [3.8991, -4.5756, -2.3312], [3.8742, -4.8878, -4.7369], [5.2868, -3.1842, -3.7739], [2.3002, 6.4696, -1.0612], [3.5699, 6.8444, -0.5396], [4.1316, 7.8768, -1.1734], [3.6539, 8.4631, -2.1056], [5.2952, 8.1300, -0.5980], [6.0168, 9.2241, -1.1768], [1.9532, 5.6392, -0.4675], [1.5869, 7.2855, -0.9705], [2.3887, 6.1610, -2.1031], [5.4477, 10.1459, -1.0910], [6.2503, 9.0206, -2.2188], [6.9379, 9.3156, -0.6121], [-0.5186, -5.9428, -0.2241], [3.5782, -3.3177, -5.7924]],
  "lowdin_charge": [-0.08, -0.24, -0.31, -0.16, -0.16, -0.15, -0.07, 0.18, -0.70, 0.20, 0.14, -0.22, -0.08, -0.25, 0.14, -0.70, 0.97, 0.16, 0.18, -0.43, 0.22, 0.20, -0.36, 0.22, 0.15, -0.58, 0.18, 0.03, 0.18, 0.07, 0.06, 0.08, 0.10, 0.10, -0.12, 0.09, 0.08, 0.12, 0.12, 0.11, 0.04, 0.14, 0.13, 0.12, 0.02, 0.13, 0.11, 0.02, 0.10, 0.10, -0.10, 0.18, -0.29, 0.50, -0.39, -0.24, -0.17, 0.50, -0.24, -0.24, -0.22, -1.13, 0.66, 0.65, -0.66, -0.71, 0.65, 0.06, 0.06, 0.06, 0.05, 0.73, -0.56, -0.05, -0.06, 0.00, -0.29, 0.28, -0.34, -0.62, -0.44, -0.05, 0.01, -0.63, 0.13, 0.01, -0.03, 0.06, 0.11, 0.10, 0.10, 0.10, 0.09, 1.49, 1.47],
  "homo_lumo_gap_ha": 0.1340,
  "homo_ev": -9.0,
  "max_force_ev_per_a": 15.27,
  "mol_weight_g_mol": 1309.33,
  "lumo_energy_ev": -5.34,
  "charge": 1
}

[2]
{
  "formula": "C3H8NO",
  "method": "wB97M-V/def2-TZVPD",
  "elements": ["C", "O", "H", "H", "H", "C", "C", "N", "H", "H", "H", "H", "H"],
  "xyz": [[-1.9951, -0.3983, -0.7804], [-1.6829, 0.9472, -0.5417], [-2.7947, -0.4592, -1.5379], [-2.3704, -0.8567, 0.1379], [-1.1225, -0.9413, -1.1371], [1.6424, -0.5807, 1.6631], [1.5427, -0.4204, 0.3226], [1.0090, 0.5975, -0.3810], [1.2136, 0.1977, 2.2767], [2.0622, -1.4867, 2.0743], [1.9534, -1.2481, -0.2833], [1.5295, 0.6354, -1.2540], [-0.6714, 0.9980, -0.4427]],
  "lowdin_charge": [-0.24, -0.21, 0.06, 0.06, 0.05, -0.14, -0.51, -0.11, 0.00, -0.02, 0.06, -0.01, 0.01],
  "homo_lumo_gap_ha": 0.2419,
  "homo_ev": -2.1,
  "max_force_ev_per_a": 0.67,
  "mol_weight_g_mol": 74.10,
  "lumo_energy_ev": 4.43,
  "charge": -1
}

[3]
{
  "formula": "C50H82FN19O5PS2",
  "method": "wB97M-V/def2-TZVPD",
  "elements": ["C", "O", "C", "C", "C", "C", "C", "C", "C", "C", "C", "F", "N", "P", "S", "C", "C", "C", "C", "S", "O", "O", "O", "N", "C", "C", "O", "N", "C", "C", "H", "H", "H", "H", "H", "H", "H", "H", "H", "H", "H", "H", "H", "H", "H", "H", "H", "H", "H", "H", "H", "H", "H", "H", "H", "H", "H", "H", "H", "H", "H", "H", "H", "H", "C", "C", "N", "H", "H", "H", "C", "C", "N", "H", "H", "H", "C", "C", "N", "H", "H", "H", "C", "C", "N", "H", "H", "H", "C", "C", "N", "H", "H", "H", "C", "C", "N", "H", "H", "H", "C", "C", "N", "H", "H", "H", "C", "C", "N", "H", "H", "H", "C", "C", "N", "H", "H", "H", "C", "C", "N", "H", "H", "H", "C", "C", "N", "H", "H", "H", "C", "C", "N", "H", "H", "H", "C", "C", "N", "H", "H", "H", "C", "C", "N", "H", "H", "H", "C", "C", "N", "H", "H", "H", "C", "C", "N", "H", "H", "H"],
  "xyz": [[-1.8889, -0.6512, -3.1014], [-1.3771, 0.6320, -3.4473], [-0.3835, 0.5396, -4.4545], [0.9672, -0.1718, -3.9691], [0.9541, -1.6229, -4.6048], [2.2459, -2.4564, -4.2951], [2.7052, -2.4378, -2.8003], [1.6485, -2.8831, -1.7724], [0.4639, -3.7009, -1.8498], [-0.0903, -4.3926, -3.1112], [-0.2944, -5.9484, -2.8302], [-1.4205, -6.4649, -3.4894], [-0.0598, -3.7737, -0.5514], [-1.4919, -4.5876, 0.0775], [-2.9716, -4.7119, -1.1419], [0.6959, -3.0758, 0.3746], [0.4990, -2.9341, 1.9043], [-0.1863, -1.5692, 2.3288], [0.6369, -0.9260, 3.5047], [0.1302, 0.7938, 3.8534], [0.2421, 1.5175, 2.6022], [-1.2275, 0.7577, 4.3606], [1.1567, 1.3636, 4.9519], [1.7060, -2.5506, -0.3944], [2.7534, -1.7452, 0.2833], [3.9574, -2.7548, 0.5741], [4.2876, -3.5173, -0.3033], [4.7008, -2.7725, 1.8138], [4.0550, -3.5842, 2.8622], [5.0590, -1.4193, 2.2898], [-2.8726, -0.6272, -2.5889], [-1.1439, -1.1282, -2.3929], [-1.9673, -1.3584, -3.9720], [-0.8301, -0.0988, -5.2786], [-0.1820, 1.5304, -4.9432], [1.0529, -0.1848, -2.8588], [1.7893, 0.4074, -4.4713], [0.9514, -1.4541, -5.7186], [-0.0058, -2.1383, -4.3753], [3.0777, -1.9740, -4.8825], [2.2081, -3.5105, -4.6842], [3.6561, -3.0151, -2.6426], [2.9740, -1.3703, -2.5545], [-1.1223, -3.9861, -3.2849], [0.5661, -4.3334, -3.9990], [0.5980, -6.4512, -3.2931], [-0.2587, -6.2058, -1.7447], [-1.9378, -3.8497, 1.2171], [-1.0421, -5.8481, 0.5854], [-0.0861, -3.8132, 2.2826], [1.4819, -2.9932, 2.4472], [-1.2149, -1.7716, 2.7141], [-0.2358, -0.8962, 1.4405], [1.7259, -0.9779, 3.2194], [0.5071, -1.5632, 4.4229], [2.0887, 1.1302, 4.6664], [3.0902, -0.9533, -0.4310], [2.3895, -1.2706, 1.2201], [3.3739, -2.9750, 3.5310], [3.5420, -4.4971, 2.4635], [4.8766, -3.9384, 3.5444], [5.6964, -1.5256, 3.2072], [5.7399, -0.9702, 1.5175], [4.1613, -0.7721, 2.4690], [-5.5422, 1.7485, -4.9329], [-4.1671, 1.3190, -4.5874], [-3.0891, 0.9828, -4.3169], [-5.5062, 2.6134, -5.5927], [-6.0687, 0.9406, -5.4370], [-6.0854, 2.0161, -4.0264], [0.9476, 3.2281, 7.7637], [0.9055, 3.6760, 9.1721], [0.8752, 4.0245, 10.2702], [1.9601, 2.9304, 7.4950], [0.2780, 2.3782, 7.6341], [0.6317, 4.0392, 7.1082], [5.7380, -6.6241, -1.8964], [4.4186, -6.3245, -2.4972], [3.3916, -6.0915, -2.9660], [6.4079, -7.0248, -2.6559], [6.1716, -5.7169, -1.4834], [5.6243, -7.3568, -1.1012], [-4.3176, -0.7174, 2.3845], [-3.5247, -0.8246, 1.1413], [-2.9046, -0.9132, 0.1731], [-4.7864, 0.2642, 2.4421], [-5.0929, -1.4825, 2.3976], [-3.6696, -0.8532, 3.2507], [4.9156, 3.6466, 4.6875], [4.2822, 2.3090, 4.5646], [3.7915, 1.2682, 4.4583], [4.8360, 4.0065, 5.7109], [5.9681, 3.5800, 4.4161], [4.4203, 4.3552, 4.0241], [4.2886, 5.7720, 8.5269], [3.4912, 5.7274, 7.2787], [2.8707, 5.7041, 6.2826], [3.6601, 5.5057, 9.3777], [5.1177, 5.0678, 8.4605], [4.6857, 6.7754, 8.6775], [-8.0140, -0.0131, -8.1150], [-7.6530, 1.3683, -7.7320], [-7.3715, 2.4454, -7.4337], [-8.1048, -0.6338, -7.2247], [-8.9635, -0.0137, -8.6448], [-7.2441, -0.4305, -8.7637], [0.3624, 7.1441, 2.7945], [1.1452, 6.4940, 3.8725], [1.7625, 5.9839, 4.7178], [1.0358, 7.5496, 2.0399], [-0.2978, 6.4142, 2.3273], [-0.2381, 7.9549, 3.2071], [-7.1033, 0.8102, 5.5514], [-6.3277, -0.4479, 5.5943], [-5.7112, -1.4213, 5.6273], [-8.1700, 0.5891, 5.5265], [-6.8851, 1.4105, 6.4325], [-6.8379, 1.3751, 4.6638], [7.7621, -8.2435, 1.8694], [7.8865, -7.3550, 0.6938], [7.9841, -6.6623, -0.2219], [8.6317, -8.1264, 2.5149], [6.8642, -7.9900, 2.4319], [7.6976, -9.2811, 1.5439], [9.4177, 5.1693, 4.8757], [8.1476, 5.2671, 5.6265], [7.1582, 5.3431, 6.2123], [10.2215, 4.8685, 5.5465], [9.3222, 4.4307, 4.0806], [9.6631, 6.1355, 4.4366], [-3.7013, 4.3419, -2.0004], [-5.0200, 4.7294, -2.5481], [-6.0471, 5.0257, -2.9784], [-3.0811, 3.9199, -2.7911], [-3.2024, 5.2163, -1.5839], [-3.8307, 3.5976, -1.2155], [-12.1808, -0.3479, -8.8921], [-11.3565, -1.0185, -7.8632], [-10.7160, -1.5414, -7.0604], [-11.5386, 0.0748, -9.6644], [-12.8599, -1.0671, -9.3483], [-12.7628, 0.4520, -8.4361], [-6.7035, 5.4966, -8.0492], [-6.5541, 6.4062, -9.2064], [-6.4382, 7.1146, -10.1079], [-5.8142, 5.5468, -7.4215], [-7.5717, 5.7869, -7.4589], [-6.8359, 4.4752, -8.3950], [7.2317, -1.8834, -2.8329], [6.2288, -0.8893, -3.2735], [5.4536, -0.1027, -3.6203], [7.6215, -1.6073, -1.8537], [6.7724, -2.8695, -2.7681], [8.0543, -1.9199, -3.5461], [-3.9171, 3.1360, 4.2261], [-5.3127, 3.4294, 4.6238], [-6.3998, 3.6572, 4.9338], [-3.4617, 4.0253, 3.7922], [-3.3395, 2.8291, 5.0973], [-3.9014, 2.3335, 3.4898]],
  "lowdin_charge": [-0.16, -0.33, -0.23, -0.14, -0.20, -0.19, -0.13, -0.06, -0.12, -0.09, -0.21, -0.07, -0.13, 0.40, 0.27, -0.18, -0.11, -0.19, -0.23, 0.60, -0.30, -0.30, -0.19, 0.03, 0.02, -0.36, 0.12, -0.19, -0.08, -0.07, 0.07, 0.08, 0.09, 0.11, 0.13, 0.10, 0.12, 0.12, 0.07, 0.12, 0.10, 0.11, 0.10, 0.10, 0.10, 0.11, 0.08, -0.01, 0.01, 0.10, 0.09, 0.11, 0.12, 0.08, 0.13, 0.00, 0.15, 0.11, 0.08, 0.10, 0.10, 0.11, 0.10, 0.06, -0.07, -0.13, 0.15, 0.06, 0.06, 0.08, -0.08, -0.27, 0.12, 0.07, 0.07, 0.07, -0.10, -0.25, 0.14, 0.09, 0.05, 0.06, -0.06, -0.25, 0.16, 0.07, 0.09, 0.07, -0.05, -0.16, 0.14, 0.04, 0.07, 0.09, -0.06, -0.19, 0.06, 0.07, 0.06, 0.08, -0.06, -0.22, 0.15, 0.07, 0.05, 0.09, -0.07, -0.19, 0.05, 0.08, 0.07, 0.08, -0.08, -0.27, 0.12, 0.09, 0.08, 0.03, -0.05, -0.24, 0.14, 0.08, 0.08, 0.08, -0.06, -0.25, 0.15, 0.08, 0.08, 0.09, -0.06, -0.28, 0.12, 0.07, 0.08, 0.08, -0.06, -0.27, 0.13, 0.08, 0.08, 0.08, -0.09, -0.28, 0.11, 0.08, 0.08, 0.02, -0.06, -0.27, 0.13, 0.08, 0.07, 0.08, -0.05, -0.26, 0.14, 0.08, 0.08, 0.06],
  "homo_lumo_gap_ha": 0.2604,
  "homo_ev": -9.5,
  "max_force_ev_per_a": 8.95,
  "mol_weight_g_mol": 1143.44,
  "lumo_energy_ev": -2.44,
  "charge": 1
}

[4]
{
  "formula": "C32H37F3O6SSbSc",
  "method": "wB97M-V/def2-TZVPD",
  "elements": ["Sc", "C", "O", "C", "C", "O", "C", "C", "O", "C", "H", "H", "H", "H", "H", "H", "H", "H", "H", "H", "H", "H", "H", "H", "C", "C", "C", "C", "C", "C", "C", "H", "H", "H", "H", "H", "H", "H", "H", "C", "C", "C", "C", "C", "C", "Sb", "C", "C", "C", "C", "C", "C", "C", "C", "C", "C", "C", "C", "H", "H", "H", "H", "H", "H", "H", "H", "H", "H", "H", "H", "H", "H", "H", "F", "C", "F", "F", "S", "O", "O", "O"],
  "xyz": [[1.3646, -2.6279, -0.4202], [0.3769, -0.6385, -2.7266], [1.0806, -0.6615, -1.4492], [2.2953, 0.1190, -1.4625], [3.4466, -0.7933, -1.7919], [3.3512, -1.9656, -0.9384], [4.2715, -2.0740, 0.1746], [3.6617, -1.4091, 1.3731], [2.3006, -1.8989, 1.4931], [1.7693, -1.6532, 2.8287], [0.3710, 0.3863, -3.0922], [0.8518, -1.3135, -3.4357], [-0.6452, -0.9488, -2.5284], [2.2257, 0.9201, -2.1990], [2.3828, 0.5646, -0.4713], [3.3862, -1.1593, -2.8159], [4.4076, -0.3018, -1.6463], [4.4046, -3.1402, 0.3444], [5.2308, -1.6308, -0.0878], [4.2227, -1.6880, 2.2652], [3.6343, -0.3201, 1.3006], [2.5853, -1.7166, 3.5435], [1.3119, -0.6652, 2.8526], [1.0403, -2.4210, 3.0416], [-2.1488, -1.2070, 2.7825], [-1.6134, -2.1827, 1.7780], [-0.9596, -3.3498, 2.1730], [-0.4917, -4.2728, 1.2433], [-0.7226, -4.0608, -0.1149], [-1.3823, -2.8983, -0.5295], [-1.8121, -1.9681, 0.4079], [-3.2180, -1.3776, 2.9283], [-2.0370, -0.1796, 2.4349], [-1.6610, -1.3135, 3.7508], [-0.8399, -3.5549, 3.2309], [-0.0167, -5.1897, 1.5684], [-0.5158, -4.8493, -0.8278], [-1.6429, -2.7785, -1.5746], [-2.3653, -1.0944, 0.0870], [-5.8829, 1.2608, 0.1763], [-5.2334, 1.8494, 1.2515], [-3.8514, 2.0035, 1.2368], [-3.1038, 1.5695, 0.1430], [-3.7687, 0.9623, -0.9250], [-5.1495, 0.8151, -0.9150], [-0.9779, 1.6632, 0.1204], [-0.6879, 3.0038, 1.7264], [-1.3453, 4.2342, 1.7967], [-1.1273, 5.0853, 2.8698], [-0.2492, 4.7182, 3.8831], [0.4143, 3.5026, 3.8228], [0.1940, 2.6513, 2.7460], [-0.6424, 3.0191, -1.4847], [-1.1630, 2.7644, -2.7548], [-0.8637, 3.5999, -3.8236], [-0.0271, 4.6924, -3.6371], [0.5026, 4.9498, -2.3814], [0.1990, 4.1170, -1.3099], [-6.9591, 1.1512, 0.1865], [-5.8041, 2.1991, 2.1020], [-3.3646, 2.4726, 2.0833], [-3.2158, 0.6015, -1.7884], [-5.6535, 0.3588, -1.7573], [-2.0275, 4.5346, 1.0092], [-1.6410, 6.0364, 2.9172], [-0.0813, 5.3842, 4.7189], [1.1017, 3.2224, 4.6107], [0.7199, 1.7015, 2.7025], [-1.8394, 1.9319, -2.9190], [-1.2952, 3.4086, -4.7978], [0.2025, 5.3471, -4.4671], [1.1440, 5.8086, -2.2308], [0.6057, 4.3441, -0.3312], [3.8629, -5.9194, -3.2688], [3.6990, -4.7448, -2.7200], [3.6715, -3.7917, -3.6362], [4.6609, -4.4997, -1.8457], [2.0362, -4.7611, -1.8309], [1.3312, -3.4964, -2.2642], [1.3922, -5.9807, -2.1216], [2.3162, -4.4560, -0.3830]],
  "lowdin_charge": [1.17, -0.01, -0.33, -0.14, -0.08, -0.25, -0.10, -0.12, -0.26, 0.02, 0.10, 0.10, 0.09, 0.15, 0.13, 0.15, 0.16, 0.14, 0.16, 0.15, 0.15, 0.11, 0.10, 0.07, -0.01, -0.24, -0.03, -0.05, -0.16, -0.10, -0.02, 0.11, 0.06, 0.09, 0.13, 0.14, 0.11, 0.13, 0.08, -0.07, -0.06, -0.13, -0.40, -0.17, -0.07, 1.52, -0.43, -0.13, -0.06, -0.06, -0.08, -0.16, -0.39, -0.15, -0.08, -0.07, -0.07, -0.13, 0.11, 0.11, 0.09, 0.08, 0.11, 0.11, 0.11, 0.11, 0.11, 0.06, 0.08, 0.11, 0.11, 0.11, 0.09, 0.21, -0.65, 0.18, 0.18, 0.69, -0.33, -0.16, -0.32],
  "homo_lumo_gap_ha": 0.2327,
  "homo_ev": -12.9,
  "max_force_ev_per_a": 1.65,
  "mol_weight_g_mol": 773.42,
  "lumo_energy_ev": -6.54,
  "charge": 2
}